(1)
The following is a DFT calculation (wB97M-V/def2-TZVPD) of a structure of composition C32H24Cl5P2Ru.

Each line ends with the Mulliken charge.
Positions of all 64 atoms, in Å:
Ru (-0.78, 0.62, -0.65)  -0.931
C (0.46, -1.96, 1.19)  -1.285
C (0.83, -2.18, -0.28)  -1.291
P (1.34, -0.63, -1.12)  1.550
C (0.80, -0.67, -2.80)  0.881
C (1.57, -0.01, -3.79)  -0.735
C (1.08, 0.09, -5.07)  -0.711
C (-0.20, -0.42, -5.38)  -0.484
C (-0.98, -1.05, -4.41)  -0.846
C (-0.49, -1.17, -3.13)  -0.514
C (3.14, -0.61, -1.05)  0.541
C (3.77, -1.64, -1.77)  -0.584
C (5.14, -1.79, -1.67)  -0.751
C (5.88, -0.91, -0.87)  -0.541
C (5.26, 0.12, -0.19)  -0.741
C (3.88, 0.28, -0.28)  -0.399
P (-0.61, -0.48, 1.43)  1.913
C (-1.47, -0.62, 2.99)  1.281
C (-1.33, -1.77, 3.76)  -0.607
C (-1.91, -1.82, 5.02)  -0.907
C (-2.64, -0.74, 5.49)  -0.536
C (-2.81, 0.39, 4.71)  -0.938
C (-2.22, 0.46, 3.46)  -0.442
C (0.40, 1.03, 1.66)  1.099
C (-0.24, 2.26, 1.37)  0.060
C (0.44, 3.46, 1.54)  -1.215
C (1.74, 3.45, 2.03)  -0.730
C (2.36, 2.24, 2.35)  -0.477
C (1.71, 1.04, 2.14)  -1.147
H (1.33, -1.87, 1.84)  0.590
H (-0.11, -2.82, 1.53)  0.581
H (-0.03, -2.58, -0.81)  0.550
H (1.64, -2.90, -0.36)  0.692
H (2.55, 0.39, -3.55)  0.494
H (1.67, 0.56, -5.84)  0.471
H (-0.58, -0.33, -6.39)  0.468
H (-1.95, -1.45, -4.67)  0.509
H (-1.08, -1.71, -2.40)  0.233
H (3.20, -2.32, -2.39)  0.464
H (5.63, -2.58, -2.21)  0.444
H (6.95, -1.04, -0.79)  0.444
H (5.84, 0.81, 0.40)  0.465
H (3.40, 1.11, 0.22)  0.606
H (-0.77, -2.63, 3.42)  0.331
H (-1.80, -2.71, 5.63)  0.448
H (-3.09, -0.78, 6.48)  0.451
H (-3.38, 1.23, 5.08)  0.461
H (-2.35, 1.35, 2.86)  0.347
H (-1.30, 2.29, 1.15)  0.328
H (-0.07, 4.40, 1.34)  0.526
H (2.26, 4.38, 2.18)  0.465
H (3.36, 2.25, 2.77)  0.507
H (2.21, 0.11, 2.39)  0.381
Cl (-3.70, -1.44, 0.85)  -0.082
C (-3.90, -0.15, -0.24)  0.762
C (-2.78, 0.53, -0.80)  -0.559
C (-3.04, 1.48, -1.80)  1.256
Cl (-1.56, 2.19, -2.44)  -0.123
C (-4.26, 1.84, -2.26)  -0.445
Cl (-4.44, 2.98, -3.50)  -0.101
C (-5.37, 1.19, -1.64)  0.763
Cl (-6.90, 1.60, -2.13)  -0.025
C (-5.18, 0.20, -0.64)  -0.129
Cl (-6.53, -0.55, 0.04)  -0.086

Summary:
Net charge = +3
⟨S²⟩ = 6.061
Kohn-Sham gap (spin up / spin down) = 7.357 / 4.443 eV
Spin multiplicity = 5
E_HOMO (spin up / spin down) = -16.990 / -17.012 eV



(2)
The following is a DFT calculation (wB97M-V/def2-TZVPD) of the molecule C3H8NOP.

Each line ends with the Mulliken charge.
Positions of all 14 atoms, in Å:
C (3.29, -0.42, -0.06)  -0.272
C (-2.49, 0.17, -0.35)  -0.832
C (-1.43, -0.42, 0.51)  -0.261
N (2.09, -0.39, 0.30)  -0.292
O (-0.33, 0.60, 0.46)  -0.243
P (0.95, 0.53, -0.57)  -0.019
H (4.01, -0.71, 0.72)  0.236
H (3.67, -0.21, -1.02)  0.283
H (-3.00, -0.65, -0.97)  0.286
H (-3.34, 0.64, 0.20)  0.235
H (-2.06, 0.82, -1.06)  0.287
H (-1.26, -1.38, 0.16)  0.298
H (-1.58, -0.31, 1.66)  0.254
H (1.49, 1.72, 0.03)  0.041

Summary:
Relative energy (zero: lowest compared OMol25 entry of this formula, charge and spin) = 174.3 kJ/mol
Net charge = 0
Kohn-Sham gap = 9.362 eV
E_HOMO = -8.474 eV
SMILES = C=NPOCC



(3)
The following is a DFT calculation (wB97M-V/def2-TZVPD) of a structure of composition C40H38N7O8P2S2Tl.

Each line ends with the Mulliken charge.
Positions of all 98 atoms, in Å:
Tl (-0.69, -0.31, 1.22)  1.781
C (2.51, 0.33, -4.48)  -0.867
C (3.42, 0.95, -3.63)  -0.685
C (3.25, 0.89, -2.26)  0.116
C (2.16, 0.21, -1.68)  -1.160
C (1.25, -0.41, -2.55)  0.182
C (1.42, -0.34, -3.92)  -0.892
N (1.92, 0.26, -0.33)  0.764
C (2.86, 0.14, 0.58)  -0.001
C (4.11, -0.54, 0.33)  -0.159
C (5.05, -0.71, 1.29)  -0.711
C (4.83, -0.25, 2.61)  -0.853
C (3.65, 0.37, 2.91)  -0.448
C (2.65, 0.60, 1.94)  0.027
N (1.48, 1.22, 2.23)  1.114
N (1.34, 1.61, 3.45)  -1.259
C (0.08, 1.98, 3.84)  0.047
C (-0.04, 2.46, 5.16)  -0.532
C (-1.29, 2.68, 5.69)  -0.327
C (-2.41, 2.45, 4.90)  -0.822
C (-2.20, 2.01, 3.60)  -0.459
N (-1.01, 1.80, 3.07)  0.315
H (2.64, 0.39, -5.55)  0.356
H (4.27, 1.48, -4.04)  0.414
H (3.94, 1.41, -1.60)  0.494
H (0.39, -0.91, -2.13)  0.725
H (0.70, -0.81, -4.57)  0.447
H (4.28, -0.93, -0.67)  0.414
H (5.98, -1.23, 1.06)  0.353
H (5.58, -0.42, 3.38)  0.346
H (3.43, 0.71, 3.92)  0.440
H (0.87, 2.61, 5.74)  0.437
H (-1.40, 3.02, 6.72)  0.360
H (-3.41, 2.58, 5.28)  0.445
H (-3.05, 1.82, 2.94)  0.262
O (-3.35, -3.74, 4.43)  -0.612
P (-2.39, -3.28, 3.16)  0.800
O (-1.68, -4.49, 2.69)  -0.692
O (-1.67, -2.06, 3.66)  -0.743
O (-3.53, -2.85, 2.08)  -0.152
P (-4.21, -1.33, 1.98)  0.137
O (-4.12, -0.84, 3.52)  -0.527
O (-5.62, -1.50, 1.58)  -0.889
O (-3.35, -0.40, 1.14)  0.051
H (-3.87, -4.48, 4.09)  0.264
H (-3.20, -1.07, 3.79)  0.323
C (-1.42, -3.46, -3.36)  -1.154
N (-0.23, -3.69, -2.59)  0.338
C (0.99, -4.12, -3.04)  -0.799
C (1.84, -4.12, -2.00)  -0.383
N (1.15, -3.66, -0.88)  0.697
C (-0.16, -3.34, -1.25)  -0.749
S (-1.48, -2.77, -0.44)  0.041
C (1.71, -3.70, 0.41)  0.113
C (2.72, -4.62, 0.67)  -0.836
C (3.29, -4.63, 1.93)  -0.601
C (2.82, -3.77, 2.90)  -0.983
C (1.78, -2.92, 2.55)  -0.430
N (1.26, -2.87, 1.33)  0.752
H (-1.32, -3.91, -4.35)  0.355
H (-1.61, -2.39, -3.43)  0.401
H (-2.27, -3.90, -2.83)  0.377
H (1.16, -4.40, -4.06)  0.432
H (2.88, -4.36, -1.97)  0.460
H (3.04, -5.33, -0.08)  0.527
H (4.09, -5.33, 2.16)  0.371
H (3.24, -3.75, 3.89)  0.428
H (1.34, -2.24, 3.28)  0.451
O (-1.21, 1.13, -1.45)  -0.606
S (-1.66, 2.08, -0.42)  0.636
C (-3.54, 2.07, -0.53)  -0.742
C (-3.91, 1.67, -1.92)  -0.047
C (-3.74, 0.33, -2.28)  0.205
C (-3.91, -0.05, -3.60)  -0.660
C (-4.25, 0.88, -4.57)  -0.615
C (-4.43, 2.21, -4.21)  -0.565
C (-4.25, 2.60, -2.89)  -0.472
C (-1.41, 3.74, -1.26)  -1.472
C (0.05, 4.04, -1.14)  0.320
C (0.57, 4.46, 0.08)  -0.055
C (1.93, 4.70, 0.22)  -0.598
C (2.78, 4.54, -0.86)  -0.399
C (2.27, 4.11, -2.07)  -0.509
C (0.91, 3.84, -2.21)  -0.143
H (-3.90, 3.04, -0.22)  0.699
H (-3.80, 1.28, 0.18)  -0.030
H (-3.49, -0.39, -1.51)  0.472
H (-3.76, -1.09, -3.88)  0.446
H (-4.37, 0.58, -5.60)  0.382
H (-4.70, 2.94, -4.96)  0.351
H (-4.37, 3.65, -2.62)  0.361
H (-2.02, 4.46, -0.71)  0.566
H (-1.73, 3.63, -2.29)  0.516
H (-0.09, 4.57, 0.94)  0.271
H (2.32, 5.02, 1.18)  0.358
H (3.84, 4.75, -0.76)  0.372
H (2.93, 3.96, -2.92)  0.343
H (0.52, 3.46, -3.14)  0.181

Summary:
Relative energy (zero: lowest compared OMol25 entry of this formula, charge and spin) = 197.7 kJ/mol
Net charge = -2
Kohn-Sham gap = 5.871 eV
E_HOMO = -1.829 eV



(4)
The following is a DFT calculation (wB97M-V/def2-TZVPD) of the molecule C3H5NO2S.

Each line ends with the Mulliken charge.
Positions of all 12 atoms, in Å:
C (1.70, -0.27, 0.39)  -0.143
C (1.01, -1.34, 0.54)  -0.479
C (0.13, 0.69, -1.08)  -0.316
N (-1.43, 0.85, 1.19)  -0.575
O (-2.26, -0.87, -0.70)  -0.527
O (1.19, 0.95, -0.28)  -0.274
S (-1.17, -0.22, -0.02)  0.658
H (2.56, 0.03, 0.87)  0.371
H (0.90, -2.35, 0.85)  0.381
H (-0.57, 1.49, -1.18)  0.280
H (0.40, 0.17, -2.00)  0.361
H (-2.46, 0.88, 1.41)  0.261

Summary:
Relative energy (zero: lowest compared OMol25 entry of this formula, charge and spin) = 602.5 kJ/mol
Net charge = 0
Kohn-Sham gap (spin up / spin down) = 7.768 / 7.770 eV
E_HOMO (spin up / spin down) = -8.662 / -8.668 eV



(5)
The following is a DFT calculation (wB97M-V/def2-TZVPD) of a cluster of 2 separate species, C5H10O in total.

Each line ends with the Mulliken charge.
Positions of all 16 atoms, in Å:
C (0.93, -0.94, -0.86)  -0.950
C (0.80, 0.10, 0.09)  -0.299
C (0.06, 0.09, 1.29)  -0.366
C (-0.52, 1.15, 1.98)  -0.249
C (-0.87, 1.15, 3.43)  -0.974
H (0.95, -0.77, -1.95)  0.143
H (0.39, -1.88, -0.64)  0.224
H (1.64, 0.80, -0.12)  0.236
H (-0.33, -0.92, 1.51)  0.164
H (-0.52, 2.17, 1.58)  0.311
H (-1.94, 0.86, 3.58)  0.173
H (-0.31, 0.34, 3.90)  0.303
H (-0.63, 2.13, 3.84)  0.294
H (0.06, -1.17, -6.62)  0.306
H (-0.11, -1.43, -5.13)  0.342
O (0.40, -1.68, -5.90)  -0.658

Summary:
Relative energy (zero: lowest compared OMol25 entry of this formula, charge and spin) = 144.6 kJ/mol
Net charge = -1
⟨S²⟩ = 0.782
Kohn-Sham gap (spin up / spin down) = 3.283 / 5.337 eV
Spin multiplicity = 2
E_HOMO (spin up / spin down) = -0.108 / -2.191 eV



(6)
The following is a DFT calculation (wB97M-V/def2-TZVPD) of a structure of composition C32H33BrKN4P2S.

Each line ends with the Mulliken charge.
Positions of all 74 atoms, in Å:
K (1.14, 0.60, -1.26)  1.470
C (0.74, -2.74, 1.47)  -1.210
N (-0.23, -1.75, 0.98)  0.467
P (-0.03, -0.09, 1.54)  -0.074
C (-1.73, 0.59, 1.59)  0.518
C (-2.53, 0.61, 2.73)  -0.298
C (-3.77, 1.23, 2.72)  -0.862
C (-4.23, 1.84, 1.56)  -0.560
C (-3.45, 1.83, 0.42)  -0.755
C (-2.21, 1.22, 0.44)  0.020
C (0.38, -0.32, 3.30)  0.352
C (-0.24, -1.24, 4.14)  -0.166
C (0.11, -1.32, 5.48)  -0.774
C (1.08, -0.47, 5.99)  -0.640
C (1.70, 0.46, 5.16)  -0.567
C (1.35, 0.53, 3.82)  -0.914
P (-0.91, -1.90, -0.58)  0.425
C (-1.72, -3.52, -0.49)  0.414
C (-1.59, -4.49, -1.48)  -0.454
C (-2.30, -5.68, -1.41)  -0.689
C (-3.14, -5.92, -0.34)  -0.512
C (-3.29, -4.95, 0.65)  -0.634
C (-2.59, -3.76, 0.58)  -0.467
C (0.45, -2.21, -1.80)  0.344
C (1.53, -3.08, -1.65)  -0.197
C (2.49, -3.19, -2.64)  -0.764
C (2.38, -2.46, -3.82)  -0.631
C (1.30, -1.62, -4.00)  -0.391
C (0.35, -1.49, -3.00)  -0.669
H (0.72, -2.81, 2.55)  0.344
H (1.77, -2.50, 1.17)  0.240
H (0.48, -3.71, 1.06)  0.388
H (-2.17, 0.17, 3.65)  0.419
H (-4.37, 1.24, 3.62)  0.429
H (-5.20, 2.32, 1.55)  0.389
H (-3.80, 2.31, -0.49)  0.471
H (-1.63, 1.20, -0.48)  0.350
H (-1.00, -1.91, 3.75)  0.530
H (-0.37, -2.05, 6.12)  0.433
H (1.35, -0.52, 7.03)  0.398
H (2.46, 1.12, 5.56)  0.414
H (1.85, 1.24, 3.17)  0.408
H (-0.92, -4.32, -2.32)  0.320
H (-2.18, -6.42, -2.19)  0.407
H (-3.69, -6.85, -0.27)  0.385
H (-3.95, -5.13, 1.49)  0.413
H (-2.72, -3.01, 1.35)  0.333
H (1.62, -3.69, -0.77)  0.405
H (3.33, -3.87, -2.50)  0.438
H (3.13, -2.56, -4.59)  0.411
H (1.20, -1.05, -4.92)  0.428
H (-0.48, -0.80, -3.14)  0.504
Br (-2.89, 6.63, -2.96)  -0.107
C (-1.84, 5.13, -2.59)  0.174
C (-1.99, 3.96, -3.33)  -0.647
C (-1.19, 2.88, -3.00)  -0.336
N (-0.28, 2.89, -2.03)  0.034
C (-0.15, 4.02, -1.34)  -0.422
C (-0.89, 5.16, -1.57)  -0.567
H (-2.71, 3.89, -4.13)  0.458
H (-1.29, 1.95, -3.56)  0.364
H (0.58, 4.02, -0.54)  0.472
H (-0.75, 6.05, -0.98)  0.456
C (4.27, 4.86, -1.65)  -1.058
N (4.06, 3.51, -2.15)  -0.113
C (4.15, 2.40, -1.42)  0.224
N (4.34, 2.53, -0.09)  -0.333
S (4.00, 0.87, -2.13)  -0.390
H (4.03, 5.56, -2.45)  0.344
H (5.31, 5.02, -1.36)  0.364
H (3.61, 5.08, -0.81)  0.329
H (3.95, 3.36, -3.14)  0.255
H (4.67, 3.40, 0.30)  0.190
H (4.56, 1.69, 0.41)  0.269

Summary:
Relative energy (zero: lowest compared OMol25 entry of this formula, charge and spin) = 10.4 kJ/mol
Net charge = +1
Kohn-Sham gap = 8.304 eV
E_HOMO = -10.420 eV